ORCA calculation (the ωB97M-V functional and the def2-TZVPD basis) on a structure of composition C20H36BrN3O9S3.

Output
Frontier orbital gap   7.92 eV
Highest occupied orbital energy   -8.7 eV
LUMO level   -0.74 eV

Positions of all 72 atoms, in Å:
C 2.9194 4.7227 0.9951
C 3.5339 3.3558 0.7861
N 2.6415 2.2521 1.1486
C 1.3947 2.2130 0.4702
C 1.2694 1.5902 -0.8475
C 2.4849 1.0138 -1.5356
C 2.9271 1.8145 -2.7714
O 3.0547 0.9712 -3.9144
C 0.0645 1.5486 -1.4591
Br -0.1884 0.7130 -3.1239
C -1.0688 2.1382 -0.8522
N -2.3165 2.1973 -1.3209
S -3.1879 2.9624 -0.2195
N -2.0739 3.2837 0.8692
C -0.9322 2.7665 0.4110
C 0.3190 2.7840 1.0804
O 0.4007 3.4041 2.2862
C -0.3109 2.7440 3.3378
C 0.5222 1.6306 3.9650
O -0.2777 0.5462 4.3879
C -0.5369 -0.3863 3.3560
C 0.5738 -1.4056 3.2007
H 2.1109 4.9245 0.2984
H 2.5555 4.8311 2.0118
H 3.6927 5.4712 0.8359
H 3.8815 3.2760 -0.2523
H 4.4149 3.2718 1.4190
H 3.1286 1.3765 1.0432
H 3.3074 0.9880 -0.8360
H 2.2743 -0.0062 -1.8456
H 2.2002 2.6019 -2.9581
H 3.9005 2.2639 -2.5896
H 2.4443 1.2802 -4.5869
H -0.5461 3.5178 4.0608
H -1.2502 2.3314 2.9725
H 1.2698 1.3187 3.2356
H 1.0489 2.0028 4.8392
H -0.6841 0.1309 2.4002
H -1.4741 -0.8803 3.6046
H 0.3236 -2.1038 2.4059
H 0.7325 -1.9429 4.1306
H 1.5051 -0.9052 2.9401
O -3.5751 -3.1901 3.6838
S -4.8366 -2.5331 3.8469
O -5.9357 -2.9089 3.0136
O -4.6046 -0.9662 3.7558
C -3.8704 -0.4683 2.6135
C -4.6835 -0.4470 1.3369
C -5.3365 -2.5907 5.5306
H -2.9604 -1.0591 2.4996
H -3.5802 0.5395 2.9050
H -4.9402 -1.4506 1.0028
H -4.0998 0.0352 0.5515
H -5.6114 0.1072 1.4790
H -4.5049 -2.2810 6.1566
H -5.6094 -3.6232 5.7362
H -6.1959 -1.9391 5.6607
O 0.4953 -1.8942 -5.4375
S 1.6338 -2.5401 -6.0181
O 1.5409 -3.0478 -7.3521
O 2.1082 -3.6933 -5.0360
C 1.1093 -4.6342 -4.5770
C 0.7107 -5.6412 -5.6352
C 3.0568 -1.5218 -5.8772
H 0.2495 -4.0775 -4.2024
H 1.5840 -5.1283 -3.7322
H 0.1929 -5.1662 -6.4663
H 0.0449 -6.3828 -5.1932
H 1.5899 -6.1483 -6.0318
H 3.1369 -1.1515 -4.8576
H 2.9151 -0.6990 -6.5747
H 3.9274 -2.1067 -6.1599

These are the Mulliken partial charges, in e, on atoms 1 to 2:
1 C -1.1564
2 C -0.2269



ORCA calculation (the ωB97M-V functional and the def2-TZVPD basis) on the ion C6H8N with charge +1.

Output
Total charge   +1
Frontier orbital gap   9.03 eV
Energy relative to the best compared isomer or geometry (same formula, charge and spin)   4.518 eV
Highest occupied orbital energy   -14.2 eV
SMILES   C=C1C=[NH+]C(=C)C1
LUMO level   -5.20 eV

Positions of all 15 atoms, in Å:
C -2.3280 0.7531 0.0697
C -1.1061 0.2193 0.0167
C -0.9162 -1.2225 -0.0724
N 0.2637 -1.6424 0.1652
C 1.3496 -0.1783 -0.0129
C 2.6320 0.2334 -0.0484
C 0.2003 0.8632 0.1116
H -2.5679 1.7983 0.1046
H -3.0761 -0.0516 -0.2316
H -1.7088 -1.9210 -0.3339
H 0.7625 -2.5169 -0.0715
H 3.4059 -0.5333 0.1463
H 2.7561 1.3310 -0.2787
H 0.1247 1.5961 -0.5858
H 0.2082 1.2717 1.0210

These are the Mulliken partial charges, in e, on atoms 1 to 2:
1 C -0.9131
2 C 0.6272



ORCA calculation (the ωB97M-V functional and the def2-TZVPD basis) on the molecule C6H12FN.

Output
Frontier orbital gap   9.65 eV
Energy relative to the best compared isomer or geometry (same formula, charge and spin)   3.759 eV
Highest occupied orbital energy   -8.7 eV
SMILES   C[C@H]1NC[C@H]1CCF
LUMO level   0.99 eV

Positions of all 20 atoms, in Å:
C 1.6886 -0.9856 -0.5746
C 1.4288 -0.1445 0.6483
N 1.6920 1.3295 0.2751
C 0.3245 1.5210 -0.1705
C -0.1520 0.1939 0.5493
C -1.0707 -0.9514 0.0494
C -2.3490 -0.2206 0.2608
F -2.0586 1.0225 -0.4284
H 2.7618 -1.1228 -0.7351
H 1.2484 -0.7014 -1.4374
H 1.0650 -1.8779 -0.4430
H 2.0364 -0.5023 1.5521
H 2.3599 1.4343 -0.5622
H -0.0204 2.5471 0.0879
H 0.1969 1.2837 -1.3263
H -0.6745 0.4802 1.4753
H -1.1551 -1.8730 0.6932
H -1.1286 -1.0642 -0.9772
H -2.8490 0.2398 1.3059
H -3.3445 -0.6082 -0.2428

These are the Mulliken partial charges, in e, on atoms 1 to 2:
1 C -1.6299
2 C 0.2140



ORCA calculation (the ωB97M-V functional and the def2-TZVPD basis) on the molecule C5H10O.

Output
Frontier orbital gap   9.28 eV
Energy relative to the best compared isomer or geometry (same formula, charge and spin)   0.803 eV
Highest occupied orbital energy   -8.4 eV
SMILES   C/C=C(\O)CC
LUMO level   0.89 eV

Positions of all 16 atoms, in Å:
C 2.4648 0.3308 0.1621
C 1.1482 0.4613 -0.5627
C 0.0625 -0.2820 -0.3164
O 0.1770 -1.5137 0.2776
C -1.3644 0.1052 -0.5999
C -2.2882 -0.0328 0.6234
H 3.3472 0.4154 -0.4791
H 2.5109 1.1609 0.8805
H 2.5629 -0.5825 0.7610
H 1.0469 1.3094 -1.2309
H 1.0702 -1.7959 0.0407
H -1.7660 -0.5181 -1.4071
H -1.3713 1.1456 -0.9416
H -2.0499 0.6963 1.4063
H -3.3295 0.1327 0.3239
H -2.2212 -1.0326 1.0622

These are the Mulliken partial charges, in e, on atoms 1 to 2:
1 C -1.0539
2 C -0.3847



ORCA calculation (the ωB97M-V functional and the def2-TZVPD basis) on a cluster of 7 separate species, C23H32Cl5F24NO9 in total.

Output
Frontier orbital gap   10.35 eV
Highest occupied orbital energy   -10.4 eV
LUMO level   -0.04 eV

Positions of all 94 atoms, in Å:
C 3.3147 1.2267 -3.9610
O 2.1822 2.0720 -3.8686
C 0.9939 1.3546 -4.0574
C -0.1266 2.2223 -3.5536
N 0.1915 2.5861 -2.1519
H 0.5362 1.8007 -1.5790
H 0.9955 3.2264 -2.1801
C -0.9367 3.2303 -1.3946
C -1.4703 4.3981 -2.1653
O -0.3847 5.1810 -2.5737
C -0.7739 6.4567 -3.0273
H 3.6352 1.0135 -4.9849
H 3.1577 0.2605 -3.4763
H 4.1214 1.7209 -3.4224
H 0.9618 0.4415 -3.4443
H 0.8170 1.0718 -5.0993
H -1.0905 1.7150 -3.4932
H -0.2806 3.1347 -4.1225
H -0.5159 3.5391 -0.4397
H -1.6308 2.4213 -1.1879
H -2.1318 4.9224 -1.4601
H -2.0962 4.1219 -3.0244
H -1.4927 6.3478 -3.8450
H 0.1147 6.9681 -3.3853
H -1.1984 7.0678 -2.2259
Cl -0.7855 -0.8426 -0.1575
O 0.4107 -0.3372 -0.8238
O -0.6809 -0.5525 1.2422
O -1.9561 -0.2650 -0.7790
O -0.8579 -2.2720 -0.3455
C -5.8165 -0.2464 1.6168
C -5.8552 1.2640 1.5741
C -4.5152 1.8932 1.2554
F -4.6145 3.2638 1.1171
F -3.6157 1.5954 2.2465
F -6.7260 1.6362 0.5863
F -6.4014 1.7003 2.7466
O -5.3971 -0.6790 0.3305
C -5.3032 -2.0217 0.1615
C -4.6711 -2.2456 -1.2105
F -4.6993 -3.5828 -1.5268
F -5.2537 -1.5198 -2.1828
F -4.5435 -2.5629 1.1440
F -6.5386 -2.5595 0.2449
H -6.7849 -0.6862 1.8559
H -5.1058 -0.5444 2.3959
H -4.1548 1.4429 0.3245
H -3.6258 -1.9161 -1.1813
C 3.0804 -4.4083 1.1331
C 1.9112 -4.2666 2.0890
C 1.5713 -2.8179 2.4030
F 0.6392 -2.7322 3.3725
F 2.6825 -2.1498 2.7836
F 0.8092 -4.8586 1.5477
F 2.2444 -4.9818 3.2009
O 2.8575 -3.6678 -0.0535
C 3.8941 -2.9115 -0.4539
C 3.3710 -1.8903 -1.4548
F 4.2998 -0.9527 -1.7459
F 2.9037 -2.4251 -2.6184
F 4.3583 -2.1770 0.5918
F 4.9022 -3.6837 -0.8956
H 3.2307 -5.4523 0.8629
H 3.9855 -4.0884 1.6509
H 1.1413 -2.3632 1.5095
H 2.5189 -1.3577 -1.0195
C 3.4473 2.2260 4.6580
C 4.1015 1.1257 5.4730
C 3.2947 -0.1820 5.4066
F 3.7391 -1.0884 6.3213
F 1.9619 0.0721 5.6536
F 5.3471 0.8502 4.9550
F 4.2255 1.5625 6.7580
O 3.1740 1.6958 3.3769
C 2.8115 2.5674 2.4125
C 2.2745 1.7049 1.2763
F 1.8734 2.4845 0.2119
F 3.1879 0.8300 0.7649
F 1.7812 3.3557 2.8570
F 3.8271 3.3822 2.0567
H 4.1446 3.0667 4.5946
H 2.5415 2.5815 5.1490
H 3.4066 -0.5991 4.4008
H 1.4495 1.1121 1.6891
C -2.2366 -5.2690 0.3261
Cl -1.8973 -5.3871 -1.4008
Cl -2.1265 -6.8370 1.1551
H -1.5542 -4.5635 0.7707
H -3.2715 -4.9888 0.4683
C -1.0793 -2.1660 -3.6327
Cl 0.2484 -3.0971 -4.3392
Cl -2.2230 -1.5307 -4.8108
H -1.5789 -2.8273 -2.9326
H -0.6719 -1.3599 -3.0335

These are the Mulliken partial charges, in e, on atoms 1 to 2:
1 C -0.5005
2 O -0.3806



ORCA calculation (the ωB97M-V functional and the def2-TZVPD basis) on a cluster of 2 separate species, CH3N2O in total.

Output
Total charge   +1
Frontier orbital gap (spin up / spin down)   8.96 / 9.69 eV
Energy relative to the best compared isomer or geometry (same formula, charge and spin)   5.058 eV
Highest occupied orbital energy (spin up / spin down)   -17.9 / -17.1 eV
LUMO level (spin up / spin down)   -8.94 / -7.46 eV

Positions of all 7 atoms, in Å:
C 0.0902 0.7616 0.0360
N -1.9868 -0.4549 -0.2320
N -1.0315 0.1257 -0.0885
O 1.0312 -1.3424 -0.4260
H 0.3674 0.9479 0.9802
H 0.5084 1.4591 -0.7774
H 1.0211 -1.4971 0.5077

These are the Mulliken partial charges, in e, on atoms 1 to 2:
1 C -0.1389
2 N -0.1507



Listing F_max for the structures above in their given order: 0.012, 0.102, 0.117, 0.010, 0.034, 0.102 hartree/bohr.